(1)
Entry from the OMol25 dataset: C24H45BBr3IN5O4P as an isolated structure at a distorted geometry (wB97M-V/def2-TZVPD).

## Properties
2S+1 ... 2
Charge ... +1
Highest occupied orbital energy (spin up / spin down) ... -10.7 / -10.8 eV
<S²> ... 0.755
Orbital gap (spin up / spin down) ... 7.095 / 7.162 eV
LUMO energy (spin up / spin down) ... -3.62 / -3.62 eV

Atoms and positions in Å:
C  0.145  -4.752  -4.428
C  0.239  -3.660  -3.207
P  -0.948  -2.264  -3.660
C  -2.405  -2.843  -4.721
C  -2.076  -2.525  -6.289
N  -1.468  -1.276  -2.295
C  -2.343  -2.066  -1.356
N  -3.665  -2.102  -1.292
C  -4.540  -1.296  -2.198
N  -1.332  -2.736  -0.528
C  -1.714  -3.848  0.350
Br  -1.518  -3.855  2.349
C  -2.251  -5.076  -0.179
C  -2.599  -6.316  0.817
Br  -2.600  -5.416  -2.090
C  -0.577  -1.580  0.029
O  0.623  -1.963  0.707
I  -1.554  -0.235  1.464
C  -0.454  -0.697  -1.358
C  1.113  -0.725  -1.683
C  1.575  -0.003  -3.034
O  1.593  1.245  -3.221
Br  2.270  -1.052  -4.612
B  -1.024  0.860  -1.201
O  -0.166  1.971  -0.784
N  -2.460  1.229  -1.543
C  -2.353  1.743  -2.977
C  -2.920  2.403  -0.737
H  -0.742  -5.455  -4.335
H  0.058  -4.106  -5.388
H  1.155  -5.303  -4.479
H  1.341  -3.373  -3.149
H  -0.005  -4.240  -2.257
H  -2.540  -3.973  -4.627
H  -3.398  -2.331  -4.449
H  -1.257  -1.731  -6.378
H  -3.018  -2.293  -6.900
H  -1.656  -3.512  -6.715
H  -4.127  -2.676  -0.565
H  -5.207  -0.579  -1.616
H  -5.245  -2.037  -2.740
H  -3.931  -0.675  -2.957
H  -3.288  -6.014  1.670
H  -1.559  -6.681  1.188
H  -3.003  -7.197  0.186
H  1.033  -2.769  0.315
H  1.637  -0.149  -0.824
H  1.597  -1.768  -1.678
H  0.365  1.689  -0.004
H  -2.367  0.883  -3.734
H  -3.160  2.543  -3.202
H  -1.333  2.284  -3.097
H  -4.013  2.614  -1.068
H  -2.331  3.356  -0.998
H  -2.975  2.207  0.392
C  2.822  2.475  5.908
C  3.107  2.182  4.412
C  4.492  2.744  4.024
C  4.516  4.261  3.882
C  3.413  4.741  2.945
C  2.014  4.213  3.328
N  2.001  2.737  3.571
O  2.054  2.119  2.358
C  1.503  4.958  4.584
C  1.013  4.639  2.221
C  3.180  0.632  4.348
H  3.220  3.435  6.240
H  1.749  2.451  6.122
H  3.285  1.729  6.561
H  4.816  2.305  3.071
H  5.241  2.441  4.764
H  4.420  4.741  4.861
H  5.488  4.574  3.487
H  3.410  5.836  2.928
H  3.665  4.425  1.925
H  0.566  4.524  4.946
H  1.305  6.011  4.359
H  2.215  4.971  5.407
H  1.304  4.286  1.229
H  0.952  5.729  2.151
H  0.006  4.267  2.436
H  2.220  0.179  4.613
H  3.930  0.250  5.047
H  3.474  0.264  3.360

Atom charges from the Mulliken analysis, given in e for atoms 1 to 4: -0.98 -0.09 -0.31 -0.12

=====

(2)
Entry from the OMol25 dataset: C37H34BrIN12O2Rb as an isolated structure at a distorted geometry (wB97M-V/def2-TZVPD).

## Properties
Charge ... -1
Highest occupied orbital energy ... -4.7 eV
Orbital gap ... 6.205 eV
Energy above the lowest of the compared OMol25 structures with the same formula, charge and spin ... 0.00 kJ/mol
LUMO energy ... 1.51 eV

Atoms and positions in Å:
Rb  -0.003  -0.111  0.066
C  3.590  0.849  2.295
C  3.840  -0.136  1.194
N  4.951  -0.048  0.503
C  5.170  -0.932  -0.496
C  4.296  -1.942  -0.807
C  4.650  -2.907  -1.906
O  4.989  -4.217  -1.442
C  3.108  -2.080  -0.056
C  2.219  -3.223  -0.343
N  1.577  -3.982  0.455
C  1.718  -3.861  1.848
C  2.954  -4.054  2.461
C  3.074  -4.041  3.841
C  1.957  -3.845  4.641
C  0.717  -3.659  4.045
C  0.605  -3.675  2.666
I  -1.259  -3.333  1.798
C  2.805  -1.121  0.945
O  1.689  -1.058  1.553
H  4.477  1.464  2.438
H  2.737  1.493  2.061
H  3.331  0.333  3.222
H  6.097  -0.822  -1.050
H  3.841  -2.983  -2.643
H  5.533  -2.541  -2.430
H  4.263  -4.532  -0.893
H  2.108  -3.495  -1.396
H  3.825  -4.204  1.835
H  4.048  -4.188  4.293
H  2.044  -3.837  5.720
H  -0.165  -3.497  4.651
C  -2.396  2.954  2.739
C  -1.097  2.611  2.408
N  -0.609  2.802  1.185
C  -1.448  3.300  0.287
C  -2.764  3.616  0.622
N  -3.239  3.474  1.849
C  -0.960  3.480  -1.112
C  -1.408  4.547  -1.881
C  -0.964  4.676  -3.188
C  -0.072  3.728  -3.667
C  0.333  2.698  -2.826
N  -0.103  2.574  -1.576
C  1.269  1.638  -3.313
C  2.257  1.907  -4.251
N  3.092  0.971  -4.695
C  2.929  -0.245  -4.188
C  1.945  -0.523  -3.246
N  1.119  0.417  -2.807
C  -1.439  5.786  -4.054
C  -0.591  6.417  -4.954
C  -1.083  7.444  -5.743
N  -2.343  7.875  -5.700
C  -3.152  7.262  -4.836
C  -2.754  6.229  -4.002
H  -2.766  2.802  3.746
H  -0.430  2.175  3.143
H  -3.452  3.961  -0.140
H  -2.077  5.279  -1.448
H  0.261  3.755  -4.696
H  2.397  2.910  -4.638
H  3.597  -1.024  -4.534
H  1.814  -1.519  -2.842
H  0.451  6.132  -5.030
H  -0.427  7.948  -6.445
H  -4.180  7.607  -4.811
H  -3.473  5.760  -3.343
Br  -3.116  0.394  -0.643
C  -4.429  -3.747  -0.898
C  -4.323  -4.302  -2.315
C  -3.655  -5.674  -2.324
C  -3.621  -3.333  -3.265
N  -2.204  -3.162  -2.959
C  -1.635  -2.454  -1.986
N  -0.334  -2.587  -2.080
N  -0.123  -3.404  -3.139
N  -1.237  -3.750  -3.679
H  -5.086  -4.374  -0.292
H  -4.805  -2.722  -0.875
H  -3.451  -3.747  -0.410
H  -5.335  -4.407  -2.721
H  -2.660  -5.624  -1.874
H  -3.541  -6.065  -3.337
H  -4.243  -6.388  -1.745
H  -4.078  -2.344  -3.221
H  -3.662  -3.695  -4.290
H  -2.184  -1.819  -1.298

Atom charges from the Mulliken analysis, given in e for atoms 1 to 4: 0.75 -1.05 0.65 -0.72

=====

(3)
Entry from the OMol25 dataset: one molecule with the formula C3H9NOS (wB97M-V/def2-TZVPD).

## Properties
Charge ... 0
Highest occupied orbital energy ... -9.2 eV
Orbital gap ... 10.073 eV
Energy above the lowest of the compared OMol25 structures with the same formula, charge and spin ... 94.41 kJ/mol
SMILES string ... OCNCCS
LUMO energy ... 0.85 eV

Atoms and positions in Å:
C  -0.321  0.148  0.350
C  -1.676  -0.531  0.482
S  -3.103  0.585  0.772
N  0.626  -0.726  -0.342
C  1.727  -0.062  -0.977
O  2.576  0.674  -0.093
H  0.007  0.477  1.339
H  -0.394  1.068  -0.239
H  -1.907  -1.072  -0.422
H  -1.652  -1.215  1.323
H  -2.654  1.594  0.013
H  0.987  -1.474  0.230
H  1.327  0.607  -1.739
H  2.335  -0.805  -1.464
H  2.122  0.731  0.766

Atom charges from the natural (NBO) analysis, given in e for atoms 1 to 4: -0.24 -0.50 -0.05 -0.64

=====

Q: charge of number 2 (C37H34BrIN12O2Rb)?
A: -1

=====

Q: Which of these has the highest charge?
A: C24H45BBr3IN5O4P